(1)
A 11-piece molecular cluster, C75H177N11O19 overall at a distorted geometry, computed with the ωB97M-V functional and the def2-TZVPD basis.

```
! RIJCOSX wB97M-V def2-TZVPD def2/J DEFGRID3
* xyz 0 1
C 3.98554 -9.55922 -7.28413
C 5.29663 -9.22895 -7.96745
C 6.45933 -9.02501 -6.99884
C 5.69038 -10.48954 -8.75928
C 4.92452 -10.85275 -10.07059
C 5.05602 -9.60343 -10.94355
C 4.59858 -8.21246 -10.32218
C 5.21400 -7.15526 -11.28063
C 3.01681 -8.07127 -10.37720
N 5.14350 -8.11261 -8.92549
O 4.74809 -6.95196 -8.26599
H 3.96703 -10.57384 -6.88623
H 3.69486 -8.78070 -6.57879
H 3.16743 -9.46562 -7.99828
H 6.44507 -9.90435 -6.35490
H 7.45670 -8.92027 -7.42589
H 6.17639 -8.30848 -6.22772
H 6.73092 -10.29203 -9.01687
H 5.70400 -11.38900 -8.14374
H 5.34924 -11.74049 -10.53922
H 3.87870 -11.08280 -9.86703
H 4.47616 -9.80827 -11.84349
H 6.04169 -9.65246 -11.40631
H 5.18055 -6.18691 -10.78137
H 4.57704 -7.14545 -12.16510
H 6.28957 -7.30843 -11.36890
H 2.39599 -8.92473 -10.10463
H 2.66950 -7.71636 -11.34752
H 2.68174 -7.25236 -9.74064
H 3.99668 -7.33245 -7.80533
C 8.26797 8.19753 1.90538
C 7.17832 7.11341 2.10725
C 6.07373 7.32412 0.99935
C 7.92732 5.74094 1.90828
C 8.70937 5.27162 3.07867
C 7.79090 5.21167 4.28629
C 7.16801 6.59628 4.65041
C 6.02232 6.35815 5.77270
C 8.31598 7.42424 5.32791
N 6.54406 7.18591 3.45052
O 5.95302 8.38058 3.78052
H 7.89606 9.16295 2.24854
H 9.17907 8.04474 2.48388
H 8.48241 8.39159 0.85445
H 6.45259 6.93174 0.05563
H 5.17160 6.74636 1.20049
H 5.79872 8.37257 0.88441
H 7.17033 5.00549 1.63590
H 8.52351 5.75995 0.99598
H 9.06147 4.25947 2.87952
H 9.63425 5.83562 3.19952
H 8.41870 4.83382 5.09325
H 7.06455 4.41731 4.11451
H 6.37378 5.63448 6.50814
H 5.13086 5.90605 5.33795
H 5.72718 7.27420 6.28442
H 8.69588 7.04197 6.27535
H 7.97062 8.44733 5.47662
H 9.15443 7.52232 4.63836
H 5.06112 8.04733 3.65780
C 3.85523 -12.60451 3.30703
C 2.64228 -11.70350 3.67006
C 1.84553 -11.28812 2.39662
C 1.81481 -12.66010 4.55894
C 0.66150 -11.95737 5.38399
C 1.11202 -10.70244 6.11238
C 2.06127 -9.76220 5.30314
C 1.23570 -8.92502 4.32909
C 2.79150 -8.85130 6.31432
N 3.06979 -10.59302 4.57245
O 4.02438 -9.82120 4.02890
H 3.51543 -13.60177 3.02755
H 4.49587 -12.23387 2.50684
H 4.48349 -12.76931 4.18238
H 2.32078 -10.34349 2.13221
H 2.08561 -11.80035 1.46492
H 0.77004 -11.11369 2.42806
H 1.37675 -13.44113 3.93748
H 2.56230 -13.09689 5.22119
H -0.16877 -11.84788 4.68631
H 0.28021 -12.69699 6.08804
H 1.41932 -10.87383 7.14403
H 0.18900 -10.16145 6.32084
H 0.46080 -9.45242 3.77278
H 1.91951 -8.34752 3.70700
H 0.64960 -8.26464 4.96822
H 3.74139 -9.19889 6.72053
H 2.18000 -8.76650 7.21264
H 2.93077 -7.83399 5.94858
H 4.75779 -9.88935 4.64458
C 9.88836 -1.88023 -5.23791
O 10.85148 -1.36667 -6.15624
C 11.02959 -2.23309 -7.35216
C 11.73376 -3.55844 -7.05361
N 12.75008 -3.46101 -6.04210
C 13.68366 -4.58524 -5.93108
C 14.79181 -4.48682 -7.01864
O 15.64311 -5.65944 -6.99788
C 16.50631 -5.72854 -8.12290
H 9.89366 -1.27278 -4.33287
H 10.05441 -2.90120 -4.89420
H 8.88949 -1.69504 -5.63294
H 11.68567 -1.70360 -8.04304
H 10.12825 -2.33370 -7.95678
H 12.10031 -4.02002 -7.97050
H 10.94990 -4.23901 -6.72120
H 12.30583 -3.29850 -5.14973
H 13.16428 -5.54284 -5.89448
H 14.14566 -4.52666 -4.94557
H 15.31220 -3.54306 -6.85549
H 14.34784 -4.43153 -8.01259
H 16.96873 -6.70062 -7.95168
H 17.30242 -4.99359 -8.24188
H 15.99443 -5.61943 -9.07902
C -8.98888 13.35103 -6.84907
O -8.33457 12.42312 -5.98455
C -9.09419 11.96620 -4.85658
C -8.21833 11.10534 -3.88888
N -7.42133 10.11280 -4.63586
C -6.19499 9.78516 -3.86886
C -5.49153 8.63723 -4.57209
O -4.13088 8.80777 -4.39988
C -3.43317 7.78275 -5.11297
H -8.32224 13.47380 -7.70266
H -9.36032 14.28853 -6.43529
H -9.90532 12.85844 -7.17401
H -9.84472 11.34699 -5.34789
H -9.65785 12.74315 -4.34014
H -8.83978 10.55506 -3.18242
H -7.58632 11.78480 -3.31703
H -7.21478 10.70848 -5.42491
H -6.24364 9.60947 -2.79421
H -5.57948 10.68450 -3.84885
H -5.76701 8.81138 -5.61223
H -5.88692 7.65827 -4.30119
H -2.38248 8.00760 -4.92967
H -3.68247 7.77271 -6.17403
H -3.69531 6.80910 -4.69900
C -10.62154 6.65225 7.59296
O -11.41468 7.55670 8.40729
C -12.30294 7.10911 9.41095
C -13.81029 6.96042 8.91769
N -14.70103 6.41659 9.93892
C -16.09269 6.54287 9.58487
C -16.87476 5.83163 10.74046
O -16.62939 4.43537 10.61839
C -16.83829 3.60617 11.84193
H -10.21800 7.12597 6.69807
H -11.13322 5.74698 7.26622
H -9.83395 6.29304 8.25536
H -12.30785 7.99759 10.04236
H -11.83932 6.26030 9.91363
H -13.89684 6.44870 7.95919
H -14.16924 7.96643 8.70044
H -14.57518 5.41446 9.94037
H -16.23192 5.98846 8.65678
H -16.32632 7.60550 9.51899
H -17.92887 6.07368 10.87595
H -16.39920 6.34059 11.57886
H -17.90324 3.60611 12.07425
H -16.21802 4.04098 12.62571
H -16.64250 2.57315 11.55448
C 12.68199 -2.86516 -0.88955
O 12.94609 -1.58154 -1.42725
C 13.97862 -0.84453 -0.81800
C 14.17802 0.45586 -1.62105
N 15.03863 0.34720 -2.77913
C 14.92196 1.56178 -3.59916
C 15.76365 1.64763 -4.92348
O 17.09808 2.14376 -4.78296
C 17.99973 1.22125 -4.11212
H 12.14572 -3.45778 -1.63071
H 11.98470 -2.68072 -0.07232
H 13.57098 -3.35473 -0.49192
H 14.93068 -1.37209 -0.76011
H 13.55576 -0.63231 0.16396
H 14.61876 1.16787 -0.92328
H 13.19593 0.82390 -1.91794
H 14.61391 -0.31819 -3.40918
H 15.06910 2.48834 -3.04423
H 13.89926 1.54597 -3.97588
H 15.30956 2.37164 -5.60003
H 15.75688 0.67063 -5.40672
H 17.96028 0.32689 -4.73394
H 17.70430 0.81163 -3.14618
H 19.05865 1.46350 -4.02206
C -6.28675 -3.18563 6.51879
O -6.17071 -3.50376 5.16750
C -6.04036 -2.37174 4.23788
C -5.36912 -2.82215 2.91899
N -6.11592 -3.75640 2.16530
C -5.31999 -4.51384 1.18215
C -4.64464 -3.59675 0.07222
O -4.03811 -4.44571 -0.94842
C -3.75396 -3.77216 -2.16548
H -5.35978 -2.82081 6.96121
H -6.35061 -4.14974 7.02327
H -7.14775 -2.54449 6.70777
H -5.45671 -1.54672 4.64628
H -7.01283 -1.92742 4.02579
H -4.35583 -3.10291 3.20624
H -5.19131 -1.95946 2.27693
H -6.57417 -4.39305 2.80153
H -5.90017 -5.32192 0.73661
H -4.56016 -5.05739 1.74367
H -3.82283 -2.99758 0.46433
H -5.45970 -3.05549 -0.40821
H -2.96449 -3.02117 -2.19452
H -4.70664 -3.38000 -2.52146
H -3.54876 -4.52112 -2.93036
C -5.02021 1.83410 0.57127
O -3.66018 2.08511 0.42036
C -3.06212 2.64317 1.54592
C -1.56288 2.58180 1.57381
N -1.04634 1.21901 1.51741
C 0.41335 1.14481 1.72935
C 0.80996 -0.35338 1.50308
O 0.92576 -0.58206 0.11430
C 1.52244 -1.86675 -0.25818
H -5.34656 1.26635 1.44262
H -5.37313 1.25667 -0.28319
H -5.45365 2.83419 0.56320
H -3.38252 2.13459 2.45521
H -3.26051 3.70733 1.67358
H -1.20135 3.16850 2.41831
H -1.27066 3.19307 0.71996
H -1.22764 0.93473 0.56535
H 0.69533 1.54123 2.70476
H 0.87779 1.71357 0.92380
H 0.02747 -1.00565 1.89085
H 1.72102 -0.47992 2.08792
H 1.57613 -1.92535 -1.34527
H 0.75317 -2.59506 -0.00143
H 2.46662 -2.06894 0.24753
C -0.15090 1.64716 7.84900
O -0.06365 3.06928 7.84340
C -0.92852 3.82352 8.70022
C -0.67303 5.35530 8.63071
N -1.11687 5.95097 7.37831
C -1.03326 7.40146 7.51077
C -1.39358 8.17299 6.12940
O -0.50674 7.76039 5.06777
C -0.89853 8.39767 3.84677
H 0.51036 1.27777 7.06516
H -1.18634 1.34669 7.68880
H 0.35103 1.31485 8.75769
H -0.84179 3.52646 9.74537
H -1.96029 3.66370 8.38715
H 0.35064 5.52404 8.96500
H -1.33831 5.78202 9.38132
H -0.37013 5.70767 6.74326
H -0.17647 7.78322 8.06600
H -1.87076 7.69994 8.14133
H -1.19243 9.23447 6.27408
H -2.46212 7.99551 6.00764
H -0.01888 8.20300 3.23322
H -0.95576 9.48347 3.92332
H -1.80853 7.94782 3.44972
C -20.57652 1.50894 -4.61727
O -19.23759 1.78465 -4.84839
C -18.48247 0.71622 -5.38365
C -17.00345 0.86198 -5.03482
N -16.11991 -0.23551 -5.29690
C -16.05645 -1.29685 -4.28193
C -15.37332 -0.85797 -3.03928
O -16.38890 -0.26506 -2.21047
C -15.76963 0.18198 -1.00428
H -20.61925 0.69076 -3.89835
H -21.07805 1.23528 -5.54553
H -21.13165 2.40866 -4.35186
H -18.59059 0.71868 -6.46827
H -18.81456 -0.23183 -4.96053
H -16.85997 1.28089 -4.03882
H -16.71151 1.71249 -5.65086
H -16.16616 -0.62962 -6.22569
H -15.57985 -2.15575 -4.75442
H -17.08098 -1.62185 -4.10080
H -14.42585 -0.35323 -3.22807
H -14.96118 -1.70424 -2.48967
H -16.40620 0.82588 -0.39743
H -14.89579 0.80621 -1.19089
H -15.63544 -0.69015 -0.36436
*
```

Its SMILES is CC1(C)CCCC(C)(C)N1O.CC1(C)CCCC(C)(C)N1O.CC1(C)CCCC(C)(C)N1O.COCCNCCOC.COCCNCCOC.COCCNCCOC.COCCNCCOC.COCCNCCOC.COCCNCCOC.COCCNCCOC.COCCNCCOC. The gap between HOMO and LUMO is 8.60 eV.

Löwdin atomic charge list, values in e, 8 entries:
1 C -0.0297
2 C -0.5303
3 C -0.0280
4 C -0.1519
5 C -0.1633
6 C -0.1504
7 C -0.4267
8 C -0.0371



(2)
One molecule with the formula C6H15NO at a distorted geometry, computed with the ωB97M-V functional and the def2-TZVPD basis.

```
! RIJCOSX wB97M-V def2-TZVPD def2/J DEFGRID3
* xyz 0 1
C 2.03815 0.00961 1.38838
N 1.26369 -0.58282 0.29613
C 1.71047 -1.90716 -0.05080
C -0.14835 -0.61996 0.71656
C -0.83375 0.70909 0.68468
C -0.80299 1.41459 -0.71742
C -1.61852 0.76252 -1.79722
O -2.97202 1.25002 -1.89532
H 1.95499 1.10884 1.31297
H 1.66379 -0.29727 2.39071
H 3.04109 -0.40225 1.49145
H 2.70915 -1.89011 -0.45870
H 1.04209 -2.25319 -0.86155
H 1.56700 -2.77379 0.61446
H -0.40549 -1.20413 1.63457
H -0.59554 -1.34758 -0.00980
H -0.42338 1.41140 1.42369
H -1.90138 0.66560 0.91645
H -1.13360 2.42293 -0.46004
H 0.22752 1.56748 -1.02938
H -1.64882 -0.32949 -1.73575
H -1.30807 1.06987 -2.80432
H -3.42605 1.21581 -1.04975
*
```

Its SMILES is CN(C)CCCCO. The gap between HOMO and LUMO is 9.87 eV.

Löwdin atomic charge list, values in e, 8 entries:
1 C -0.1042
2 N -0.2512
3 C -0.1336
4 C -0.2621
5 C -0.1887
6 C -0.1842
7 C -0.2498
8 O -0.0888



(3)
One molecule with the formula C7H12BNO at a distorted geometry, computed with the ωB97M-V functional and the def2-TZVPD basis.

```
! RIJCOSX wB97M-V def2-TZVPD def2/J DEFGRID3
* xyz 0 1
C -4.00220 -0.49885 0.01068
C -2.72648 -0.53779 0.31729
C -1.46270 -0.42597 0.57333
C -0.48623 0.33129 -0.38457
N -0.35592 1.58421 0.29177
C -0.35708 2.64977 -0.34151
B 0.75667 -0.68298 -0.39676
O 0.78581 -1.80212 -1.08982
C 1.96544 -0.04739 0.37510
C 3.22493 -0.93119 0.60881
H -4.70552 0.29677 0.41959
H -4.54773 -1.41587 -0.45437
H -1.15045 -0.56760 1.52362
H -1.03156 0.24674 -1.41815
H -0.27532 3.50230 0.18403
H -0.34537 2.64222 -1.44553
H 0.06845 -2.08715 -1.64184
H 1.76939 0.48547 1.24802
H 2.25039 0.72982 -0.50596
H 4.15157 -0.38866 0.55235
H 3.17506 -1.32004 1.57823
H 3.29884 -1.76298 -0.00433
*
```

Its SMILES is C=C=C[C@@H](N=C)B(O)CC. The gap between HOMO and LUMO is 9.87 eV.

Löwdin atomic charge list, values in e, 8 entries:
1 C -0.0208
2 C -0.1158
3 C -0.0743
4 C -0.2623
5 N 0.0041
6 C -0.0250
7 B -0.5411
8 O 0.2143



- Look up the gap between HOMO and LUMO of the third one.
  9.87 eV